(1)
Molecular formula: C19H14ClN2O9Pd
Method: DFT, ωB97M-V with the def2-TZVPD basis set

CARTESIAN COORDINATES (ANGSTROEM)
1 Pd -0.06 0.28 -0.05
2 Cl -0.34 0.52 -5.87
3 O 1.95 -0.22 -0.21
4 O -1.40 -1.92 -0.07
5 O -3.95 1.51 0.60
6 O 2.67 -0.08 -5.95
7 O 0.02 0.17 1.93
8 O -1.82 1.23 0.10
9 O 3.64 -0.41 -1.66
10 O -1.08 0.09 3.83
11 O 3.94 -0.17 -4.13
12 N -0.51 0.46 -3.22
13 N 0.22 0.33 -2.10
14 C -4.11 -0.28 -3.56
15 C -4.66 0.83 -2.92
16 C -1.93 0.61 -3.15
17 C 0.29 0.34 -4.30
18 C -3.44 -2.99 0.15
19 C -2.47 -3.52 1.23
20 C -1.43 -2.39 1.29
21 C -2.80 -1.63 -0.17
22 C 1.59 0.12 -3.87
23 C 2.78 -0.07 -4.74
24 C -2.47 1.73 -2.55
25 C -2.03 -1.19 2.06
26 C -2.95 0.81 0.56
27 C 2.45 -0.19 -1.36
28 C -3.05 -0.66 1.01
29 C -3.85 1.83 -2.42
30 C 1.47 0.10 -2.47
31 C -0.98 -0.22 2.65
32 C -2.73 -0.40 -3.66
33 H -2.00 -4.46 0.91
34 H -3.02 -1.22 -1.15
35 H -4.75 -1.06 -3.95
36 H -2.28 -1.27 -4.12
37 H -2.57 -1.54 2.95
38 H -0.43 -2.68 1.59
39 H -4.47 -2.90 0.49
40 H -5.73 0.90 -2.81
41 H -3.43 -3.62 -0.74
42 H -4.07 -0.77 1.38
43 H -1.82 2.49 -2.13
44 H -2.95 -3.69 2.19
45 H -4.27 2.66 -1.88
46 H 3.84 -0.11 -3.11

LUMO: 2.3771 eV
orbital gap: 8.555 eV
HOMO energy: -6.18 eV
charge: -1
E_tot: -57344.500 eV

And the Mulliken charges, in e, turn out to be: Pd 1.174; Cl -0.136; O -0.641; O -0.434; O -0.771; O -0.618; O -0.621; O -0.704; O -0.819; O -0.729; O -0.570; N 0.451; N -0.395; C -0.744; C -0.464; C -0.029; C 0.254; C -0.913; C -0.980; C 0.192; C 1.119; C 0.096; C 0.490; C -0.154; C -0.197; C 0.131; C 1.150; C 0.120; C -0.571; C -0.351; C 0.063; C -0.009; H 0.325; H -0.839; H 0.363; H 0.478; H 0.495; H 0.577; H 0.389; H 0.380; H 0.374; H 0.615; H 0.341; H 0.366; H 0.305; H 0.442

(2)
Molecular formula: C19H14CrNO4PSe2
Method: DFT, ωB97M-V with the def2-TZVPD basis set

CARTESIAN COORDINATES (ANGSTROEM)
1 Se 2.13 -1.70 0.04
2 Se -0.52 0.26 -1.17
3 Cr 1.77 0.91 0.04
4 P -0.06 -1.62 -0.19
5 O 3.11 3.14 3.18
6 O 1.83 1.95 -2.62
7 O 0.71 3.85 -3.41
8 O 2.72 1.45 1.75
9 N 1.99 3.09 -0.18
10 C -0.52 -2.84 2.17
11 C -0.76 -4.57 -2.87
12 C -2.27 -0.91 3.14
13 C 2.77 2.70 2.10
14 C -2.15 -2.85 -1.33
15 C -1.78 -0.80 1.83
16 C -2.82 -3.54 -2.34
17 C 2.24 3.66 1.03
18 C 1.67 5.80 0.16
19 C -0.07 -3.72 -2.06
20 C -1.78 -1.88 4.01
21 C -0.76 -2.92 -1.15
22 C -0.85 -1.73 1.41
23 C -0.97 -2.90 3.50
24 C 1.47 5.20 -1.09
25 C 1.42 3.09 -2.52
26 C 1.58 3.84 -1.22
27 C 2.10 5.04 1.20
28 C -2.09 -4.42 -3.11
29 H 1.03 -3.76 -2.05
30 H -2.95 -0.12 3.43
31 H -1.96 0.01 1.14
32 H 2.22 5.44 2.19
33 H 1.24 5.82 -1.96
34 H -2.61 -5.15 -3.72
35 H -2.69 -2.18 -0.66
36 H 1.54 6.86 0.36
37 H -0.53 -3.64 4.14
38 H 0.16 -3.58 1.82
39 H -3.91 -3.41 -2.44
40 H -0.19 -5.33 -3.37
41 H -2.15 -1.90 5.04
42 H 0.67 3.36 -4.24

LUMO (alpha / beta): -0.6157 / -0.6769 eV
orbital gap (alpha / beta): 7.392 / 7.498 eV
HOMO energy (alpha / beta): -8.01 / -8.17 eV
charge: 0
energy relative to the best compared isomer or geometry (same formula, charge and spin): 0.000 eV
E_tot: -198016.354 eV
<S²>: 6.0217
spin multiplicity: 5

And the Mulliken charges, in e, turn out to be: Se -0.452; Se -0.563; Cr 0.410; P 0.758; O -0.646; O -0.510; O -0.429; O -0.602; N -0.057; C -0.724; C -0.511; C -0.619; C 0.558; C -0.465; C -0.120; C -0.532; C 0.406; C -0.333; C -0.365; C -0.513; C 0.696; C 0.680; C -0.512; C -0.388; C 0.059; C 0.549; C -0.564; C -0.373; H 0.267; H 0.360; H 0.367; H 0.480; H 0.413; H 0.333; H 0.288; H 0.437; H 0.363; H 0.390; H 0.350; H 0.360; H 0.372; H 0.380

(3)
Molecular formula: C19H14F7N3O7
Method: DFT, ωB97M-V with the def2-TZVPD basis set

CARTESIAN COORDINATES (ANGSTROEM)
1 F 1.10 -1.33 2.89
2 F -3.04 -0.43 2.68
3 F -2.82 -2.38 3.56
4 F 0.89 0.47 4.04
5 F -0.03 0.38 2.09
6 F -1.58 0.24 4.46
7 F -0.76 -1.70 4.85
8 O 4.24 1.46 -0.76
9 O 4.95 1.22 1.37
10 O -1.60 2.15 -3.31
11 O 0.60 2.10 -3.74
12 O 3.19 2.52 0.93
13 O -0.85 2.16 -5.43
14 O -1.77 -5.80 3.26
15 N -2.49 -0.26 0.17
16 N -1.46 -1.60 -2.13
17 N -0.57 -3.79 2.95
18 C -0.87 -3.17 1.67
19 C -1.60 -2.02 1.58
20 C -0.70 2.14 -4.09
21 C 3.25 2.39 2.36
22 C 0.24 -0.35 3.17
23 C -2.14 -0.49 -2.17
24 C -1.29 -2.07 -0.85
25 C 4.14 1.71 0.40
26 C -1.04 -0.85 3.86
27 C -1.16 -4.85 3.10
28 C -1.81 -1.44 0.28
29 C -3.39 1.50 -1.23
30 C -0.33 -3.81 0.53
31 C -2.65 0.21 -1.04
32 C -2.15 -1.41 2.86
33 C 4.66 1.91 2.58
34 C 0.44 2.36 -6.01
35 C -0.56 -3.26 -0.69
36 C 1.36 1.86 -4.93
37 H 0.57 3.43 -6.22
38 H -2.35 -0.08 -3.15
39 H 3.04 3.34 2.84
40 H 1.56 0.79 -5.00
41 H 5.37 2.74 2.70
42 H 4.76 1.25 3.44
43 H -4.05 1.37 -2.08
44 H 0.53 1.81 -6.94
45 H -0.14 -3.74 -1.56
46 H 2.50 1.66 2.67
47 H 0.26 -4.71 0.66
48 H -4.02 1.67 -0.36
49 H 2.31 2.39 -4.89
50 H -2.71 2.32 -1.41

LUMO: -0.2448 eV
orbital gap: 9.120 eV
HOMO energy: -9.36 eV
charge: 0
E_tot: -57755.619 eV
SMILES string: Cc1cnc2ccc(N=C=O)c(C(F)(F)C(F)(F)C(F)(F)F)c2n1.O=C1OCCO1.O=C1OCCO1

And the Mulliken charges, in e, turn out to be: F -0.260; F -0.278; F -0.309; F -0.301; F -0.249; F -0.311; F -0.261; O -0.528; O -0.340; O -0.513; O -0.247; O -0.325; O -0.323; O -0.393; N -0.329; N -0.704; N -0.468; C 0.239; C -0.114; C 0.590; C 0.235; C 0.706; C -0.670; C 0.233; C 0.664; C 0.568; C 0.600; C 0.644; C -1.352; C -0.906; C 0.867; C 0.875; C -0.365; C -0.312; C -0.415; C -0.324; H 0.270; H 0.619; H 0.329; H 0.260; H 0.265; H 0.313; H 0.386; H 0.290; H 0.445; H -0.238; H 0.514; H 0.396; H 0.293; H 0.236

(4)
Molecular formula: C19H14FeN2O3
Method: DFT, ωB97M-V with the def2-TZVPD basis set

CARTESIAN COORDINATES (ANGSTROEM)
1 Fe -0.30 0.81 -0.40
2 O 1.89 2.72 -0.92
3 O -1.26 1.38 -3.08
4 O -2.04 3.03 0.54
5 N 0.67 3.68 1.92
6 N 4.43 1.20 1.36
7 C 3.56 1.70 1.99
8 C 4.90 2.78 5.78
9 C -0.45 -0.14 1.40
10 C 1.58 3.03 2.29
11 C 0.99 2.01 -0.74
12 C 1.01 -0.55 -0.92
13 C 2.82 4.00 6.15
14 C 2.20 -0.97 -0.08
15 C -0.85 -1.23 0.51
16 C 2.29 3.45 4.98
17 C 1.94 -0.89 1.46
18 C 4.38 2.23 4.60
19 C -1.34 2.14 0.32
20 C 3.08 2.60 4.17
21 C -0.21 -1.32 -0.69
22 C 4.11 3.63 6.57
23 C 0.85 0.00 1.90
24 C -1.00 1.01 -2.02
25 C 2.60 2.24 2.84
26 H 1.78 -1.94 1.81
27 H 4.51 4.04 7.50
28 H 5.94 2.57 6.05
29 H -0.55 -1.96 -1.51
30 H 1.28 -0.31 -1.96
31 H -1.26 0.35 1.95
32 H 1.03 0.62 2.77
33 H 1.29 3.72 4.63
34 H 3.12 -0.41 -0.37
35 H 2.22 4.73 6.71
36 H 2.43 -2.03 -0.33
37 H 4.98 1.57 3.97
38 H -1.75 -1.82 0.72
39 H 2.89 -0.60 1.91

LUMO (alpha / beta): 4.9514 / 2.6886 eV
orbital gap (alpha / beta): 2.376 / 4.498 eV
HOMO energy (alpha / beta): 2.58 / -1.81 eV
charge: -2
energy relative to the best compared isomer or geometry (same formula, charge and spin): 0.949 eV
E_tot: -63432.418 eV
<S²>: 6.1231
spin multiplicity: 5

And the Mulliken charges, in e, turn out to be: Fe 0.283; O -0.442; O -0.500; O -0.420; N -0.478; N -0.577; C -0.340; C -0.648; C -0.948; C -0.057; C 0.236; C -0.515; C -0.709; C -0.959; C -0.744; C -1.012; C -1.127; C -1.110; C 0.216; C 0.022; C -0.392; C -0.496; C -0.652; C -0.072; C 1.173; H 0.506; H 1.093; H 0.933; H 0.368; H 0.603; H 0.838; H 1.192; H 0.213; H 0.282; H 0.827; H 0.358; H 0.196; H 0.408; H 0.452